Entry 1:
C4H11NO2 | ωB97M-V with the def2-TZVPD basis set

Positions of all 18 atoms, in Å:
1 C -0.460589 -2.553321 1.151059
2 N -0.465681 -1.273893 1.268625
3 C 0.786060 -0.633122 1.055104
4 C 0.763223 0.572306 0.485865
5 C 2.047530 1.330746 0.164598
6 H 0.076012 -3.331104 1.719863
7 H -1.395583 -2.992034 0.784752
8 H 1.705482 -1.234436 1.069167
9 H -0.033496 1.266494 0.289473
10 H 2.249492 1.281524 -0.917129
11 H 2.964149 0.946274 0.664336
12 H 2.130606 2.370360 0.524459
13 O -3.075461 3.064744 3.428952
14 H -2.953963 4.007180 3.209868
15 H -3.825425 3.080284 2.806075
16 O -0.084152 -1.658708 -5.607396
17 H 0.484826 -2.275166 -6.091479
18 H -0.913030 -1.968128 -6.006193

Forces on atoms 1 to 2 (eV/Å):
C -2.34 -0.06 1.74
N 1.17 -0.95 -2.41

The net charge is 0. The molecular weight is 105.137 g mol⁻¹. The calculation puts the HOMO-LUMO gap at 9.02 eV. For the lowest unoccupied orbital energy, the calculation gives 0.64 eV. The calculated total energy comes out at -9908.2676 eV. The energy relative to the best compared isomer or geometry (same formula, charge and spin) comes out at 91.6 kcal/mol. The SMILES is C=N/C=C/C.O.O.


Entry 2:
C3H6NO4 | ωB97M-V with the def2-TZVPD basis set

Positions of all 14 atoms, in Å:
1 C -0.899027 1.779423 0.075773
2 N 0.014726 1.096775 -0.632786
3 C 1.196617 0.556162 0.028594
4 C 1.261339 -0.983289 -0.005652
5 O 2.356848 -1.450078 0.344120
6 O 0.259537 -1.619891 -0.440790
7 O -0.769009 2.173240 1.221966
8 H -1.795096 2.047823 -0.503742
9 H -0.280446 0.495776 -1.398065
10 H 2.092242 0.854274 -0.536419
11 H 1.294173 1.060426 0.985498
12 H -2.505251 -1.927902 0.025240
13 H -1.373489 -0.995174 -0.254888
14 O -2.369959 -1.026671 -0.292451

Forces on atoms 1 to 2 (eV/Å):
C -0.44 0.41 0.02
N 0.55 -0.62 0.01

The net charge is -1. The molecular weight is 120.084 g mol⁻¹. The calculation puts the HOMO-LUMO gap at 8.73 eV. For the lowest unoccupied orbital energy, the calculation gives 3.89 eV. The calculated total energy comes out at -12890.9482 eV. The energy relative to the best compared isomer or geometry (same formula, charge and spin) comes out at 25.9 kcal/mol.


Entry 3:
C45H47MnN5O7S | ωB97M-V with the def2-TZVPD basis set

Positions of all 106 atoms, in Å:
1 Mn -0.432930 -1.159420 0.794804
2 O -1.546723 -6.641465 3.338734
3 C -1.328604 -5.570600 2.834007
4 C -1.123068 -5.288127 1.351067
5 O -1.233109 -6.084235 0.436205
6 C -0.802499 -3.866581 1.268403
7 C -0.901406 -3.251595 2.526159
8 O -0.735775 -1.977037 2.674965
9 C -1.213828 -4.234428 3.562939
10 O -1.370224 -4.053035 4.753597
11 O -0.535824 -3.192145 0.201545
12 O -2.349941 0.119313 1.153398
13 S -2.926254 1.098866 0.181462
14 C -1.531138 2.181878 -0.290333
15 C -1.028497 1.945825 -1.682795
16 C -1.810484 2.253608 -2.791856
17 C -1.324842 2.050304 -4.075397
18 C -0.052644 1.525578 -4.266659
19 C 0.733588 1.213359 -3.165330
20 C 0.249337 1.429188 -1.882758
21 C -3.804738 2.278058 1.265321
22 C -2.921038 2.838058 2.342103
23 C -2.521290 2.038256 3.412791
24 C -1.664230 2.545946 4.378047
25 C -1.188975 3.846761 4.283824
26 C -1.589820 4.651486 3.226474
27 C -2.455291 4.148786 2.264420
28 H -0.764519 1.947753 0.451703
29 H -1.836617 3.215768 -0.135078
30 H -2.806914 2.659237 -2.655279
31 H -1.942455 2.298617 -4.929113
32 H 0.325257 1.366164 -5.268391
33 H 1.728766 0.807287 -3.305989
34 H 0.861739 1.168623 -1.024656
35 H -4.624948 1.685383 1.671368
36 H -4.230905 3.053118 0.624853
37 H -2.870760 1.016701 3.482147
38 H -1.366600 1.916840 5.207265
39 H -0.514402 4.233382 5.037735
40 H -1.239625 5.673509 3.154582
41 H -2.782550 4.785897 1.449490
42 C 3.099186 3.434392 7.086055
43 C 2.555717 2.961811 5.767797
44 C 2.579149 3.786669 4.647226
45 C 2.073825 3.361438 3.430129
46 C 2.118322 4.319704 2.263770
47 C 1.514937 2.068231 3.338983
48 C 0.969184 1.650149 2.058008
49 O 0.311637 0.642198 1.848906
50 C 1.474522 1.215079 4.462299
51 C 0.907019 -0.168478 4.425576
52 C 2.007989 1.690461 5.653349
53 H 3.634789 4.376776 6.982575
54 H 3.777416 2.695458 7.513716
55 H 2.288836 3.582361 7.802560
56 H 3.003599 4.780967 4.727123
57 H 2.618564 5.239071 2.563258
58 H 1.116307 4.586386 1.921086
59 H 2.664749 3.914213 1.410795
60 H 1.166204 2.330888 1.213070
61 H -0.114510 -0.205572 4.048726
62 H 0.935519 -0.610876 5.419758
63 H 1.460521 -0.822493 3.750035
64 H 1.990294 1.041190 6.521630
65 N 4.984734 -1.648503 -8.442838
66 C 4.655065 -1.551309 -7.346697
67 C 4.237312 -1.425217 -5.979313
68 C 4.920019 -0.570609 -5.118854
69 C 4.509556 -0.436051 -3.805343
70 C 3.418244 -1.160957 -3.343070
71 C 2.741944 -2.027887 -4.195370
72 C 3.147798 -2.154907 -5.510459
73 N 2.984719 -1.008460 -2.004168
74 C 3.703709 -0.486626 -0.943421
75 C 2.864861 -0.513754 0.124910
76 N 1.649086 -1.033680 -0.255302
77 C 1.754655 -1.322009 -1.521349
78 H 5.766745 -0.004853 -5.481819
79 H 5.033301 0.250242 -3.154650
80 H 1.915008 -2.624652 -3.837291
81 H 2.625661 -2.830989 -6.173083
82 H 4.734051 -0.193657 -1.030549
83 H 3.066826 -0.224561 1.142588
84 H 0.968762 -1.757648 -2.111074
85 C -0.751813 -2.329648 -4.280603
86 C -2.118459 -1.698655 -4.004529
87 N -2.802247 -2.242533 -2.842124
88 C -3.762660 -3.316659 -3.090877
89 C -3.109370 -4.672275 -3.330985
90 C -2.415401 -1.883312 -1.584079
91 C -3.158745 -2.527935 -0.452258
92 N -1.461876 -1.034677 -1.328887
93 H -0.141974 -1.676604 -4.908581
94 H -0.847995 -3.293825 -4.777900
95 H -0.229676 -2.505201 -3.341308
96 H -2.774758 -1.843129 -4.863681
97 H -2.020486 -0.620263 -3.883164
98 H -4.368605 -3.021342 -3.950404
99 H -4.442721 -3.388060 -2.247771
100 H -2.528320 -4.680954 -4.253552
101 H -3.871590 -5.448261 -3.412477
102 H -2.446642 -4.932713 -2.503352
103 H -4.231252 -2.354286 -0.557801
104 H -2.839679 -2.113497 0.497493
105 H -2.971215 -3.602307 -0.435582
106 H -1.065568 -0.632678 -2.172630

Forces on atoms 1 to 2 (eV/Å):
Mn -0.31 -0.11 -0.48
O -0.02 0.00 -0.02

The net charge is 0. The molecular weight is 856.904 g mol⁻¹. The calculation puts the HOMO-LUMO gap (alpha / beta) at 5.51 / 5.55 eV. For the lowest unoccupied orbital energy (alpha / beta), the calculation gives -0.70 / -0.74 eV. The calculated total energy comes out at -111367.6808 eV. The energy relative to the best compared isomer or geometry (same formula, charge and spin) comes out at 21.4 kcal/mol. As for the multiplicity: 6.